[1]
C19H41N2O8P2 | wB97M-V/def2-TZVPD

XYZ file:
```
72
Properties=species:S:1:pos:R:3:forces:R:3
H -7.99081 -5.53930 1.07442 1.682 0.906 -0.417
C 6.46796 1.61445 3.11643 0.477 -0.481 1.087
H -2.61822 -6.11927 0.14789 0.479 0.956 2.250
H -3.75141 4.49551 -2.78497 0.125 0.065 -0.041
H 1.25629 -0.86112 -2.09313 0.003 0.058 -0.042
H -6.08500 2.43492 -0.05455 0.118 0.017 0.012
H -2.58059 4.95106 -4.04368 0.102 0.037 0.206
H 6.92053 1.32194 -1.42446 -0.151 -0.030 0.169
H 0.45344 0.81556 -0.46017 0.022 -0.018 -0.265
C -1.74480 -4.08217 0.75156 0.154 -0.891 -0.529
C -5.41574 -3.62112 1.59685 0.012 0.026 0.004
C -6.38574 -5.39348 -0.35101 2.402 1.244 -0.188
C 2.84986 0.40721 2.40012 -0.308 -0.338 -0.092
H -4.37817 -5.08895 -1.76445 -1.392 0.522 2.009
H 7.32296 0.16784 1.74738 0.083 0.148 0.071
C 7.64915 0.96255 2.42484 -0.188 -0.360 -0.507
H -1.33612 -6.24189 1.53146 -1.902 1.518 -0.861
N -7.05935 -5.04909 0.89864 0.406 -1.375 -2.739
H -4.50314 0.57727 -0.68304 0.039 -0.051 0.029
H 7.66614 3.23217 0.03467 -0.105 -0.010 -0.113
H 1.39058 -1.07582 1.80899 0.004 -0.015 0.028
H 2.18823 1.24309 2.13884 0.100 -0.224 -0.032
H 2.65773 -0.79041 0.59769 -0.086 0.195 0.102
C -2.96639 -3.05160 0.31801 -0.010 0.252 0.717
H 1.28395 1.66164 -1.76754 -0.114 -0.041 0.085
O -0.74506 1.81445 -1.84276 -0.114 0.595 1.282
C -4.54040 1.51275 -1.24835 -0.441 0.036 -0.254
P -1.98284 1.88687 -0.73486 0.772 -0.942 -9.957
H -3.06067 -5.63803 1.99340 1.402 0.207 -1.760
H -5.03439 -2.85475 2.43216 -1.092 -1.966 -2.030
C 2.45263 -0.86051 1.66891 0.016 -0.238 -0.091
H 6.11351 4.02014 -0.22367 -0.014 0.073 -0.037
P 4.54027 2.00426 1.11554 3.583 -9.060 0.660
H 2.76959 0.25575 3.48123 0.061 0.033 -0.047
C -5.06536 2.64574 -0.39101 -0.125 0.122 0.051
H 5.33821 2.07962 -1.60976 -0.016 -0.022 0.023
H -0.50944 -0.77909 -2.26591 0.053 0.079 0.184
O -3.26252 1.81535 -1.78034 -0.693 -0.117 0.823
C -2.25461 -5.59453 1.14519 0.916 -0.408 -0.381
H -1.12693 -3.64277 1.64393 -1.245 -0.693 -1.901
H -2.91881 -2.13392 1.07980 -0.579 -2.033 -1.758
H -5.21453 1.35546 -2.09743 0.213 0.013 0.012
H 6.86106 2.24481 3.92234 -0.189 0.251 -0.231
H -5.06638 3.58820 -0.94552 -0.008 -0.162 0.057
C 0.40865 1.04803 -1.53193 0.494 -0.482 -0.137
H 5.83668 0.87335 3.61397 -0.013 0.135 -0.335
O 5.72519 2.49192 2.27789 -2.479 3.145 -1.461
H 0.51124 0.03885 -3.43192 0.078 -0.002 0.110
H 7.20828 3.76806 -1.59770 -0.091 -0.021 0.104
O 3.47980 1.56783 0.07527 -0.534 4.600 0.872
C 6.83432 3.32704 -0.66874 0.145 0.105 0.002
H -1.06535 -4.19256 -0.22283 -1.274 0.281 2.416
O -2.00950 3.59662 -0.99742 -0.331 -1.244 4.207
C -2.79280 4.23677 -3.24215 -0.166 -0.612 -0.150
H -2.89552 3.25080 -3.70500 -0.028 0.161 0.072
H -0.73665 3.88748 -2.64440 -0.276 -0.176 0.181
C -4.41520 -3.81661 0.37138 -2.653 -1.607 -1.130
H -2.72094 -2.60682 -0.74720 -0.938 -1.027 2.129
H 8.31677 0.50655 3.16242 -0.130 0.171 0.079
H -1.48491 5.29380 -1.94603 -0.107 -0.175 0.347
N -6.71771 -4.20888 1.89138 5.397 0.874 -3.502
O -1.95899 0.35669 -0.49989 -0.251 1.993 4.254
H -4.43435 2.79178 0.49134 -0.035 0.005 0.064
H 3.03463 -1.70853 2.04177 -0.085 0.082 0.051
C -1.67579 4.24909 -2.21715 0.655 0.847 -0.869
C 0.42051 -0.21469 -2.37156 0.019 -0.129 -0.178
C 6.19405 1.98061 -0.93609 0.385 -0.035 -0.465
O 4.20513 0.71662 2.11276 -0.403 1.127 0.432
H -6.91377 -6.14956 -1.09958 0.912 1.783 2.159
O 5.79938 1.34682 0.26810 -0.093 0.809 -0.445
H 8.21626 1.69156 1.84017 -0.035 -0.044 0.139
C -4.95412 -4.81338 -0.79057 -2.618 1.559 5.471
```
Positions in Å, forces in eV/Å.

Summary:
relative energy (zero: lowest compared OMol25 entry of this formula, charge and spin): 848.7 kJ/mol
E_HOMO: -11.10 eV
charge: +1
largest force on an atom: 10.03 eV/A

***

[2]
C19H41NO3S | wB97M-V/def2-TZVPD

XYZ file:
```
65
Properties=species:S:1:pos:R:3:forces:R:3
H -0.75399 -3.94318 -3.32039 -1.648 1.434 1.694
H 6.02824 5.05200 -2.94131 -0.066 -0.118 -0.048
H -1.97455 -3.23394 0.67878 -2.079 0.193 -1.808
C -2.98484 0.42129 3.94770 -0.016 0.159 -0.033
H 8.05507 3.72861 -3.35176 -0.047 -0.112 0.133
H -0.67635 -1.37660 -3.34638 -1.305 -0.721 2.250
O -4.77877 -1.72976 -1.23038 6.040 -0.191 0.928
C 5.93186 3.96417 -3.04506 -0.050 0.082 0.125
H 7.24812 2.24198 -2.83982 0.031 0.059 0.041
C -1.57124 -3.36264 -2.67195 -0.746 -0.309 -0.634
H -2.45187 3.37945 5.72212 -0.074 -0.012 -0.063
H -4.35467 0.00934 2.34662 0.005 0.071 0.234
H -5.89958 -1.45957 3.56458 0.133 -0.048 0.095
H -1.82470 0.86946 5.69875 -0.076 0.008 0.007
H -3.65574 3.15176 4.43765 0.049 0.016 0.095
O -2.40408 -1.05671 -2.11834 0.492 -1.908 2.223
H 5.03136 3.73729 -1.10329 0.000 -0.012 -0.091
C 4.47151 1.99244 -2.22338 0.199 -0.075 0.006
H 2.63657 1.67230 -5.17448 -0.058 0.089 0.102
H -3.72578 -3.93482 0.24849 1.793 1.899 -1.174
H -2.52622 -3.30737 -3.38567 2.094 0.087 1.545
H 2.97414 3.18321 -4.32543 -0.068 -0.092 0.028
H 3.88914 4.06683 -2.38716 0.052 -0.058 0.037
N 2.51868 -1.79558 -1.58768 -4.785 -2.419 0.912
C -2.86701 0.62094 5.46311 -0.052 -0.148 0.042
C 4.11770 1.47117 -3.61826 -0.043 -0.117 0.156
H 1.99994 1.92377 -3.54073 0.033 0.074 -0.039
H -5.01565 -1.21896 5.07591 0.012 -0.070 -0.035
H 3.96362 0.38664 -3.55479 0.103 0.098 -0.007
H 5.32353 1.41817 -1.84049 -0.085 0.061 -0.010
C 4.78925 3.49011 -2.14443 -0.162 0.068 -0.049
H -5.09122 0.87775 3.67978 0.063 -0.002 0.036
C 1.34213 -2.49470 -1.37496 3.345 2.486 -0.849
H 5.69474 3.77694 -4.09758 -0.040 0.008 0.060
H 7.54853 3.53931 -1.66539 -0.025 -0.078 -0.093
C -3.48769 3.09122 5.51683 -0.153 0.164 -0.009
C -1.15822 -1.81089 -2.34520 1.650 -1.408 -1.192
O -3.18611 -0.63891 0.42153 1.094 -3.566 -4.201
H 1.01830 -4.53905 -0.27475 0.789 0.917 -2.364
C -2.03859 -4.24282 -1.36577 -1.038 -0.991 -0.732
C 7.26949 3.32588 -2.70274 0.194 0.063 -0.135
H -2.87278 -5.00267 -1.75403 1.913 1.648 0.740
H -2.64006 1.32576 3.43313 -0.005 -0.083 0.040
H 2.62278 -4.41500 -1.29283 -2.510 0.862 -0.089
H 0.98341 -4.67150 -2.22388 0.769 1.138 1.902
H 2.34446 -0.75613 -1.58822 -0.142 -1.302 0.001
H 0.23190 -0.45518 -1.15632 -0.359 -2.647 -0.075
H -3.07058 -0.32824 5.97295 0.026 0.058 -0.052
C 2.86006 2.10334 -4.19348 -0.011 0.012 -0.234
H -4.14448 3.82460 5.99524 0.115 -0.007 -0.087
C -2.78782 -3.34961 -0.18742 2.364 -1.632 0.483
C -4.91241 -1.24397 3.98834 -0.235 -0.017 -0.051
C 1.46889 -4.13570 -1.30285 0.564 0.456 0.571
C -3.77892 1.69882 6.05404 0.144 -0.078 0.104
H 3.63758 1.77993 -1.54288 0.034 0.016 -0.038
C -4.38646 0.07432 3.44124 0.123 -0.011 -0.228
S -3.27306 -1.63011 -0.76886 -6.878 3.423 2.239
H -3.64203 1.71075 7.14266 -0.055 -0.052 -0.112
H -2.29186 -0.37528 3.64948 -0.068 0.047 -0.013
C -0.02936 -1.61954 -1.17196 -0.197 0.317 0.741
H -4.24468 -2.07015 3.72179 -0.034 0.052 0.066
H 4.95416 1.62178 -4.30857 -0.014 -0.004 0.075
H -0.44679 -1.84013 -0.07546 0.688 0.325 -2.448
H -1.17602 -4.94258 -0.93675 -1.853 1.933 -0.709
H -4.83095 1.44992 5.88037 0.068 -0.036 -0.008
```
Positions in Å, forces in eV/Å.

Summary:
E_HOMO: -10.40 eV
largest force on an atom: 8.00 eV/A
SMILES string: [H]/N=C(/C)C[C@H]1CCCS(=O)(=O)O1.CCCCCC.CCCCCC

***

| no. | HOMO-LUMO gap (Ha) |
| --- | --- |
| 1 | 0.2171 |
| 2 | 0.3857 |